{
  "formula": "C18H46FN2O10P",
  "method": "ωB97M-V/def2-TZVPD",
  "elements": ["C", "C", "C", "N", "C", "C", "C", "F", "O", "C", "O", "O", "C", "C", "C", "C", "C", "N", "C", "C", "O", "P", "C", "C", "C", "C", "H", "H", "H", "H", "H", "H", "H", "H", "H", "H", "H", "H", "H", "H", "H", "H", "H", "H", "H", "H", "H", "H", "H", "H", "H", "H", "H", "H", "H", "H", "H", "H", "H", "H", "O", "H", "H", "O", "H", "H", "O", "H", "H", "O", "H", "H", "O", "H", "H", "O", "H", "H"],
  "positions_angstrom": [[-0.02206, 1.58447, 4.09730], [1.14752, 1.83547, 2.97576], [0.93265, 0.90715, 1.60159], [-0.47863, 1.18314, 1.13784], [-1.25809, -0.06984, 0.81742], [-2.76804, 0.56985, 0.49169], [-3.81930, 0.42809, 1.74123], [-4.80723, -0.64651, 1.42479], [-1.31182, -1.08253, 1.92318], [-1.75790, -2.34418, 1.27367], [-1.98151, -3.45328, 1.98225], [-1.85595, -2.10444, -0.20438], [-0.76955, -1.08209, -0.37261], [-0.87417, -0.63698, -1.94592], [-0.76384, 0.97455, -2.22537], [-0.48654, 1.39178, -3.78719], [-0.02798, 2.99992, -3.75046], [-0.11835, 3.67662, -5.10071], [1.29067, 4.23074, -5.39683], [1.57971, 5.84248, -5.67690], [2.35945, 3.40399, -5.48158], [0.78802, -2.16865, -0.14532], [2.37887, -1.32743, -0.78771], [3.65185, -2.15369, -0.08742], [0.49927, -3.64813, -1.38014], [0.22922, -5.07723, -0.62431], [0.10543, 0.52529, 4.57806], [-1.11490, 1.66371, 3.66026], [0.07253, 2.47033, 4.88511], [2.20759, 1.60273, 3.45887], [1.04826, 2.96288, 2.61766], [1.14473, -0.19359, 1.93584], [1.72882, 1.33484, 0.82903], [-0.53435, 1.90907, 0.39109], [-2.70334, 1.73419, 0.23850], [-3.26494, 0.07826, -0.46424], [-3.32581, 0.32863, 2.79753], [-4.44962, 1.44045, 1.76477], [-1.82195, -1.08494, -2.51334], [0.06182, -1.13110, -2.49776], [0.17789, 1.35907, -1.60119], [-1.72223, 1.59325, -1.88245], [-1.44874, 1.24229, -4.47730], [0.43599, 0.76942, -4.15415], [1.03557, 3.02411, -3.25881], [-0.77221, 3.51252, -2.97419], [-0.68753, 4.55713, -4.91742], [0.96908, 6.21919, -6.62746], [1.27452, 6.52641, -4.76002], [2.73192, 6.01988, -5.90300], [2.47315, -0.18691, -0.54314], [2.47721, -1.43701, -1.95592], [3.37318, -2.58833, 0.96524], [3.89393, -3.06601, -0.78260], [4.59883, -1.46770, 0.00095], [-0.48281, -3.41314, -2.01580], [1.43284, -3.80034, -2.08767], [0.92344, -5.23272, 0.33349], [0.39736, -5.96293, -1.40358], [-0.88600, -5.21198, -0.22938], [4.15037, 1.36443, 1.12464], [4.95449, 1.25476, 0.59527], [4.44892, 1.85485, 1.90523], [-1.64161, -6.41324, 3.57457], [-1.83358, -5.63170, 3.03493], [-2.44001, -6.52907, 4.11135], [-5.87250, -0.84923, 4.04285], [-6.09851, 0.07062, 4.24700], [-5.59660, -0.82207, 3.11434], [4.75569, 1.54550, -1.76017], [4.52969, 2.46534, -1.55602], [5.03160, 1.57266, -2.68867], [6.20529, -1.04127, 1.70040], [6.25539, -1.97676, 1.45299], [5.92767, -1.05905, 2.62862], [-8.34769, -1.63898, 6.13238], [-7.88155, -1.77303, 6.97120], [-7.65297, -1.72396, 5.46221]],
  "molar_mass_g_mol": 500.5,
  "energy_ha": -2016.1988,
  "lumo_energy_ev": 0.066,
  "charge": 0,
  "smiles": "CCCN[C@]1(CCF)OC(=O)O[C@]1(CCCCNC(C)=O)P(CC)CC.O.O.O.O.O.O",
  "gap_ev": 8.355,
  "relative_energy_kj_mol": 563.60
}